1.
20
Properties=species:S:1:pos:R:3:forces:R:3:nbo_charge:R:1 method="wB97M-V/def2-TZVPD" total_energy_ev=-10973.58602 smiles=CC(C)(O)c1cc[nH]c1 e_above_lowest_kj_mol=163.1 homo_energy_ev=-8.42
C -0.2869 0.7901 1.7041 -0.568 0.616 -1.155 -0.3017
C -0.8280 2.0086 2.0478 0.883 0.089 1.189 -0.0688
C -0.6897 1.9796 -0.1176 0.912 0.429 -1.197 -0.0736
C -0.1638 0.7830 0.2764 -0.669 0.338 0.818 -0.1490
C -0.9714 -1.2419 -1.1459 0.332 0.888 3.645 -0.6046
C 1.3414 -1.2177 0.1027 -0.217 -0.579 -0.409 -0.6505
C 0.3342 -0.3004 -0.5887 -2.575 -2.378 -1.803 0.2527
N -0.9837 2.7341 0.9317 -0.900 1.200 1.516 -0.4867
O 0.8772 0.2521 -1.8339 -0.535 -1.011 1.159 -0.7219
H -0.1815 -0.0935 2.2518 0.453 -0.768 1.196 0.2245
H -0.9020 2.6028 2.9355 -0.233 -0.635 0.795 0.2043
H -0.7739 2.5149 -0.9987 0.029 0.120 -2.192 0.2032
H -1.9206 -0.6305 -1.1510 1.190 -0.545 -0.329 0.2116
H -0.6402 -1.5517 -2.0954 -0.015 -0.631 -1.197 0.2151
H -1.1742 -2.1347 -0.4095 0.545 1.626 -1.508 0.1957
H 2.0875 -1.4383 -0.6310 0.593 -0.134 -0.587 0.2328
H 0.9783 -2.2429 0.4070 0.061 1.461 0.182 0.2197
H 1.8429 -0.6370 0.8618 0.137 -0.314 0.666 0.2167
H -1.1984 3.7324 0.9964 0.053 -0.882 -0.622 0.4160
H 1.0781 1.1366 -1.5710 0.524 1.110 -0.169 0.4646


2.
71
Properties=species:S:1:pos:R:3:forces:R:3:lowdin_charge:R:1 method="wB97M-V/def2-TZVPD" total_energy_ev=-76137.90612 e_above_lowest_kj_mol=0.0 homo_energy_ev="-10.78 / -10.78" charge=+1
Pb 1.8863 -0.3273 0.8437 0.247 0.186 -0.561 1.6283
C 1.0765 -3.6376 2.3675 0.018 0.003 0.073 -0.0733
C 1.9793 -2.7492 3.2078 -0.095 -0.054 -0.058 -0.2760
N 1.4390 -1.3904 3.3637 0.001 0.021 0.194 -0.2867
C 0.2000 -1.3816 4.1743 -0.065 0.004 -0.041 -0.2171
C -1.0372 -1.0121 3.3719 0.074 -0.057 0.018 -0.0674
C 2.4659 -0.4998 3.9080 -0.064 -0.074 0.006 -0.2322
C 2.0530 0.9677 3.9027 0.014 0.064 -0.102 -0.1795
N 1.3536 1.3038 2.6699 0.014 0.050 0.254 0.0209
C 0.9230 2.5352 2.4365 -0.069 0.057 -0.076 -0.1564
C 0.0968 2.7180 1.2873 0.149 -0.012 -0.004 -0.1409
F -0.2559 1.6184 0.6109 -0.026 0.041 -0.007 0.0797
C -0.3064 3.9463 0.8480 -0.038 0.018 -0.003 -0.2010
F -1.0552 4.0404 -0.2430 -0.002 0.012 -0.027 0.1392
C 0.0622 5.0911 1.5448 0.068 -0.032 0.063 0.1427
C 0.8228 4.9558 2.6989 -0.078 0.071 -0.053 -0.1926
F 1.1713 6.0395 3.3829 -0.002 0.006 0.004 0.1332
C 1.2266 3.7262 3.1625 -0.027 -0.071 0.003 -0.1076
F 1.9441 3.6679 4.2780 0.039 -0.011 -0.015 0.1346
H 1.5374 -4.6156 2.2342 -0.005 0.001 -0.017 0.0880
H 0.9020 -3.2032 1.3801 -0.015 -0.031 -0.003 0.0427
H 0.1078 -3.7942 2.8431 0.001 0.001 -0.019 0.0766
H 2.9598 -2.6685 2.7296 0.012 0.013 -0.011 0.1058
H 2.1444 -3.2081 4.1914 0.057 0.015 0.000 0.1304
H 0.3178 -0.6916 5.0120 0.008 -0.007 -0.004 0.1161
H 0.0582 -2.3700 4.6176 0.032 0.007 0.049 0.1206
H -0.9427 -0.0101 2.9487 -0.004 0.001 0.003 0.0555
H -1.9218 -1.0341 4.0089 -0.019 0.007 -0.014 0.0883
H -1.1836 -1.7225 2.5568 -0.021 0.012 0.025 0.0582
H 3.3644 -0.6131 3.2913 0.029 -0.044 0.038 0.0975
H 2.7534 -0.7819 4.9287 0.044 0.020 -0.007 0.1416
H 2.9568 1.5736 4.0096 -0.028 0.015 0.038 0.1390
H 1.4193 1.2098 4.7589 -0.048 -0.009 -0.007 0.1322
H -0.2372 6.0701 1.1973 -0.017 -0.003 0.005 0.1562
O 0.4985 1.9185 -3.3887 0.078 0.023 0.016 0.0813
C 1.1265 3.0242 -2.9502 0.004 -0.094 -0.024 -0.2559
C 0.9171 4.2105 -3.6534 -0.036 0.041 -0.025 0.0006
C 1.5363 5.3735 -3.2491 0.019 -0.037 -0.011 -0.0591
C 2.3743 5.3911 -2.1309 -0.018 0.032 0.027 -0.0799
C 2.5722 4.2270 -1.4239 -0.022 0.025 -0.001 -0.0257
C 1.9583 3.0320 -1.8194 0.024 -0.044 0.059 -0.0842
C 2.1275 1.8269 -0.9882 -0.053 0.090 -0.103 -0.6100
O 2.6450 1.9151 0.1601 0.019 -0.175 0.248 -0.1322
O 1.6677 0.7037 -1.3867 -0.006 -0.065 -0.016 -0.1674
H 0.8059 1.1749 -2.8308 -0.060 0.023 0.012 0.0752
H 0.2641 4.1831 -4.5152 0.021 0.017 -0.012 0.1240
H 1.3796 6.2828 -3.8148 -0.028 0.000 0.006 0.1113
H 2.8588 6.3089 -1.8276 0.020 -0.012 -0.006 0.1039
H 3.2100 4.2069 -0.5498 -0.001 -0.003 -0.003 0.1190
O -3.5503 -6.5321 -6.1806 -0.031 0.039 0.009 -0.1391
S -2.7186 -5.3753 -5.9412 0.098 -0.005 -0.240 0.5065
O -1.3683 -5.7297 -5.5600 -0.015 0.023 0.008 -0.1530
O -2.7179 -4.4658 -7.0808 0.019 -0.123 0.001 -0.1315
C -3.4337 -4.4276 -4.6032 -0.042 0.019 0.217 -0.3808
N -4.7515 -4.4224 -4.5321 0.037 0.057 0.010 0.1407
C -5.2567 -3.6497 -3.5749 -0.005 -0.077 -0.077 -0.0669
C -4.4529 -2.9184 -2.7150 -0.058 0.102 0.061 0.0330
C -3.0809 -3.0254 -2.8766 0.073 -0.010 -0.068 -0.1892
N -2.5687 -3.7901 -3.8435 -0.071 0.019 0.027 0.1676
C -2.0863 -2.3385 -2.0053 0.016 -0.023 0.013 -0.1138
C -2.4527 -1.5568 -0.9165 -0.008 0.012 -0.009 0.0253
C -1.4673 -1.0012 -0.1217 -0.012 0.000 -0.070 -0.1159
N -0.1670 -1.1785 -0.3598 -0.148 0.010 0.129 -0.0683
C 0.1877 -1.8982 -1.4288 0.018 0.037 0.055 -0.1326
C -0.7282 -2.4951 -2.2673 -0.046 -0.030 -0.053 0.0338
H -6.3367 -3.6235 -3.4977 0.000 0.026 0.012 0.1257
H -4.9001 -2.2874 -1.9617 -0.008 -0.039 0.021 0.1109
H -3.4874 -1.3673 -0.6710 0.002 -0.018 0.030 0.1145
H -1.7289 -0.3864 0.7282 0.000 -0.029 -0.017 0.0985
H 1.2503 -1.9858 -1.6270 0.012 -0.020 0.009 0.1118
H -0.4069 -3.0766 -3.1192 0.024 -0.010 0.024 0.1252


3.
7
Properties=species:S:1:pos:R:3:forces:R:3:nbo_charge:R:1 method="wB97M-V/def2-TZVPD" total_energy_ev=-7027.74514 smiles=c1nn[nH]n1 e_above_lowest_kj_mol=212.3 homo_energy_ev=-10.85
C -0.3444 -0.7081 -0.7289 0.579 1.533 0.457 0.0793
H -0.8785 -1.2376 -1.5263 0.879 0.494 0.147 0.2250
H 0.6980 1.8264 0.8061 -0.017 -2.482 -1.485 0.4370
N -0.3951 -1.1026 0.5220 0.783 1.055 2.792 -0.2615
N 0.1517 -0.1128 1.2853 -0.859 -1.329 -0.884 -0.0917
N 0.5122 0.8325 0.4049 -0.202 0.310 4.513 -0.1363
N 0.2561 0.5021 -0.7631 -1.162 0.418 -5.540 -0.2518


4.
118
Properties=species:S:1:pos:R:3:forces:R:3:lowdin_charge:R:1 method="wB97M-V/def2-TZVPD" total_energy_ev=-97904.80636 smiles="CCCc1cc(N)c([PH2]=S)c2c1Sc1cc(CCCCCCOC(C)=O)c(O)cc1N2.CCOC(C)=O.CCOC(C)=O.CCOC(C)=O.CCOC(C)=O" homo_energy_ev=-7.63
C 2.1904 -2.9758 4.4702 0.232 0.059 0.394 -0.1517
C 3.8214 -3.2079 4.7420 -0.947 0.474 0.210 -0.2447
C 4.6400 -1.7617 4.5605 -0.142 -0.377 -0.050 -0.1987
C 5.1136 -1.5037 2.9917 0.849 0.478 -3.203 -0.1253
C 5.7973 -2.7246 2.0877 -0.550 4.134 -1.395 0.0293
C 6.2817 -2.3845 0.5440 -1.672 1.799 1.867 -0.2018
N 6.9474 -3.4676 -0.3027 -1.047 1.071 2.239 -0.0186
C 6.0559 -0.8756 -0.1305 -1.358 -1.217 3.373 -0.2375
P 6.6597 -0.5711 -1.9480 0.232 1.621 1.152 0.3147
S 7.8728 0.9953 -2.0667 -0.348 -0.735 0.089 -0.0089
C 5.3356 0.3535 0.7341 0.710 -4.398 1.631 -0.1631
C 4.9173 -0.0350 2.2909 0.975 -1.753 -2.150 -0.3302
S 4.1394 1.3989 3.2866 -0.448 -0.671 -2.616 0.7943
C 3.0529 2.2514 1.9657 -1.291 0.877 -2.795 -0.3746
C 1.5790 2.8583 2.3483 1.947 -0.121 -3.644 -0.0273
C 0.6686 3.5867 1.1946 3.224 -1.128 -0.290 -0.0740
C -0.7913 4.2008 1.6622 0.434 -0.998 0.314 -0.1666
C -1.9957 3.9474 0.5723 -1.532 0.444 0.716 -0.1863
C -3.1958 3.0029 1.2240 0.845 -1.355 0.442 -0.2221
C -2.6945 1.4160 1.3174 0.001 0.275 1.097 -0.2024
C -3.6960 0.5618 2.3482 -0.126 -0.022 -0.622 -0.1594
C -3.6510 -1.0741 2.0044 1.030 0.922 2.031 -0.1853
O -4.9588 -1.5349 1.5137 1.254 0.390 -4.293 -0.1010
C -5.0718 -1.4529 0.0497 2.217 1.891 -3.038 -0.2871
C -6.4449 -2.0945 -0.6234 0.405 0.844 1.149 -0.0210
O -4.2059 -0.8799 -0.7896 -4.533 -3.284 5.628 -0.0519
C 1.2998 3.6694 -0.3216 2.005 -1.600 2.163 -0.1292
O 0.5610 4.3435 -1.4227 0.845 -3.437 1.663 -0.1271
C 2.7865 3.0168 -0.7226 -1.156 -0.226 3.675 0.0778
C 3.7283 2.2763 0.4417 -4.442 2.251 0.758 -0.1653
N 5.0956 1.7161 0.1201 -0.922 -0.961 2.315 -0.0420
H 1.5717 -3.9693 4.5760 1.415 1.802 -0.238 0.0709
H 1.7732 -2.2491 5.3193 0.909 -1.389 -2.055 0.0836
H 1.9963 -2.5471 3.3939 0.392 -0.668 2.201 0.0813
H 4.2187 -4.0143 3.9932 -0.668 1.482 1.660 0.0846
H 3.8849 -3.5681 5.8781 0.227 0.685 -2.614 0.1144
H 3.8903 -0.9408 4.9623 1.670 -1.406 -1.224 0.0856
H 5.5891 -1.7145 5.2778 -1.940 -0.235 -1.727 0.1227
H 5.9200 -3.8048 2.5701 -0.167 2.622 -1.328 0.0984
H 6.2587 -3.9542 -0.9182 0.718 0.535 0.974 0.0827
H 7.4068 -4.1504 0.3678 -0.996 0.964 -1.268 0.0799
H 7.3091 -1.7261 -2.5328 -1.010 0.361 0.716 -0.0308
H 5.4861 -0.2498 -2.7384 0.535 -0.874 0.633 -0.0286
H 1.2334 2.7287 3.4812 0.686 0.407 -2.882 0.1069
H -0.6978 5.3306 2.0181 -0.090 -2.389 -1.141 0.1313
H -1.0927 3.5960 2.6431 0.796 1.230 -2.049 0.1080
H -1.6598 3.4086 -0.4121 -0.451 1.320 1.937 0.1023
H -2.5103 5.0049 0.3720 1.266 -2.379 0.027 0.1206
H -4.1879 3.0112 0.5982 2.081 0.171 1.158 0.1050
H -3.4468 3.3152 2.3351 0.461 -0.306 -2.371 0.1148
H -2.6356 0.9250 0.2520 -0.276 0.871 2.164 0.1047
H -1.6201 1.3535 1.8302 -2.114 0.255 -1.303 0.1120
H -3.4050 0.7405 3.4854 -0.396 -0.363 -2.486 0.1137
H -4.8155 0.9659 2.2536 2.367 -1.068 0.029 0.1219
H -2.7396 -1.3378 1.3199 -2.079 0.556 0.910 0.1330
H -3.4633 -1.6514 3.0324 -0.699 1.131 -2.328 0.1351
H -6.1295 -3.0369 -1.2412 -0.659 1.894 1.301 0.0820
H -7.2150 -2.3728 0.2410 1.765 0.511 -2.079 0.0959
H -6.8742 -1.2334 -1.3300 1.016 -2.041 1.588 0.1013
H 0.1461 3.5731 -1.9400 0.857 1.670 1.050 0.1277
H 3.1441 3.1357 -1.8440 -0.739 -0.324 2.671 0.1021
H 5.8765 2.3420 0.4763 -1.343 -0.779 -0.651 0.1376
O 0.3787 8.6720 -1.8033 -0.201 -0.525 -2.492 0.0803
C 0.2231 8.2030 -2.9309 -0.038 0.572 1.898 -0.4952
O 0.3647 8.9877 -4.0237 0.410 0.368 0.190 -0.0105
C 0.3977 8.5023 -5.3773 -0.209 -0.035 0.000 -0.2334
C -1.0051 8.3567 -5.9338 -0.233 -0.041 0.076 -0.0722
C -0.2161 6.7811 -3.1121 0.492 -0.496 0.083 0.0028
H 0.9783 7.5789 -5.4518 -0.117 0.019 0.109 0.1130
H 0.9380 9.2545 -5.9620 -0.035 -0.012 0.361 0.1224
H -1.5873 7.6228 -5.3708 0.113 -0.017 -0.090 0.0660
H -0.9740 8.0440 -6.9811 0.013 0.040 0.084 0.0798
H -1.5446 9.3073 -5.8654 0.176 -0.092 -0.062 0.0841
H -1.3046 6.7279 -3.0320 0.090 0.017 -0.015 0.1014
H 0.2340 6.1752 -2.3182 -0.340 0.367 -0.126 0.0616
H 0.1072 6.3369 -4.0517 -0.192 0.083 -0.128 0.0720
O -6.6729 -5.0063 0.7925 -0.307 -1.486 -2.039 0.0753
C -6.9263 -5.8494 -0.0682 0.175 1.351 1.432 -0.4950
O -6.6014 -5.6252 -1.3621 0.430 0.315 0.265 -0.0217
C -6.6739 -6.6142 -2.4040 -0.221 -0.065 -0.152 -0.2268
C -8.0692 -6.6770 -2.9936 -0.226 0.056 0.079 -0.0678
C -7.6810 -7.0960 0.2837 0.291 -0.642 0.300 0.0057
H -6.3217 -7.5869 -2.0506 -0.099 0.099 0.088 0.1145
H -5.9712 -6.2955 -3.1815 -0.037 0.143 0.345 0.1253
H -8.8082 -6.9794 -2.2473 0.094 -0.079 -0.074 0.0677
H -8.1054 -7.3875 -3.8240 0.025 0.076 0.077 0.0828
H -8.3751 -5.6911 -3.3593 0.148 -0.149 -0.007 0.0857
H -8.7528 -6.8836 0.2703 0.118 -0.031 -0.014 0.0997
H -7.3873 -7.4063 1.2925 -0.202 0.289 -0.158 0.0966
H -7.4637 -7.9406 -0.3676 -0.184 0.083 -0.134 0.0702
O -5.2538 5.0504 1.5218 -1.673 0.450 -1.966 0.0601
C -6.1524 5.1120 0.6825 1.307 0.151 1.445 -0.4977
O -5.9091 5.6291 -0.5436 0.534 -0.256 0.133 -0.0075
C -6.8255 5.5685 -1.6506 -0.185 0.168 -0.002 -0.2303
C -7.8098 6.7206 -1.6012 -0.087 0.152 0.171 -0.0688
C -7.5520 4.7033 1.0315 -0.278 -0.724 0.003 0.0082
H -7.3193 4.5945 -1.7019 0.015 0.077 0.134 0.1139
H -6.2190 5.6552 -2.5586 0.124 -0.048 0.349 0.1237
H -8.4298 6.6819 -0.7019 -0.008 -0.075 -0.121 0.0675
H -8.4667 6.7045 -2.4752 0.077 -0.007 0.070 0.0818
H -7.2781 7.6777 -1.5771 -0.023 -0.187 -0.096 0.0864
H -8.0614 5.5406 1.5145 0.051 -0.089 -0.068 0.0993
H -7.5033 3.8599 1.7290 0.077 0.368 0.014 0.0958
H -8.1350 4.3579 0.1797 -0.066 0.227 -0.026 0.0701
O 7.4612 -7.4933 1.0943 2.403 0.113 -0.266 0.0691
C 8.6591 -7.6601 0.8639 -1.773 0.315 0.155 -0.5047
O 9.5618 -6.7170 1.2187 -0.520 0.041 0.392 -0.0138
C 10.9882 -6.8960 1.1740 0.202 0.043 -0.232 -0.2296
C 11.5296 -6.5814 -0.2068 -0.098 0.011 -0.225 -0.0673
C 9.1298 -8.8642 0.1050 0.120 -0.708 0.298 0.0034
H 11.2723 -7.8932 1.5207 -0.131 0.024 -0.099 0.1139
H 11.4111 -6.1870 1.8938 -0.367 -0.088 -0.051 0.1250
H 11.1230 -7.2585 -0.9624 0.105 -0.025 0.095 0.0674
H 12.6199 -6.6617 -0.2212 -0.110 0.017 0.023 0.0833
H 11.2465 -5.5670 -0.5070 0.094 -0.117 0.149 0.0871
H 9.0372 -8.6728 -0.9668 0.029 -0.015 0.121 0.0995
H 8.4949 -9.7149 0.3756 -0.040 0.324 -0.201 0.0959
H 10.1501 -9.1616 0.3403 0.058 0.155 -0.181 0.0703


Values of molar mass, in order: 125.2 843.8 70.1 831.0, all in g mol⁻¹.